(1)
Computed, not measured: a cluster of 3 separate species, C12H18BrF5N2O9PS in total in a non-equilibrium geometry, with the ωB97M-V functional and the def2-TZVPD basis.

```
! RIJCOSX wB97M-V def2-TZVPD def2/J DEFGRID3
* xyz 1 1
N -1.88 -0.23 -1.86
P -0.95 -1.48 -2.32
N -1.82 -3.02 -2.53
C -0.97 -3.90 -3.42
C -0.21 -5.14 -2.66
O 0.83 -5.70 -3.33
Br -0.67 -5.95 -0.90
S -3.42 -2.86 -3.26
O -4.37 -1.91 -2.49
O -3.32 -2.41 -4.76
C -4.27 -4.56 -3.29
F -3.88 -5.32 -2.04
F -3.89 -5.35 -4.51
C -5.90 -4.48 -3.29
F -6.38 -5.73 -4.00
F -6.48 -3.35 -4.04
F -6.51 -4.58 -1.91
H -1.55 0.11 -0.91
H 0.05 -1.69 -1.29
H -0.27 -1.06 -3.55
H -1.99 -3.41 -1.56
H -1.53 -4.35 -4.36
H -0.11 -3.21 -3.87
C 1.02 4.78 0.74
C 1.19 3.48 -0.02
C -0.11 2.87 -0.46
O 0.18 1.49 -0.48
C 1.19 1.29 0.42
O 1.55 0.19 0.81
O 1.73 2.47 0.83
H 0.56 4.61 1.72
H 2.00 5.23 0.93
H 0.41 5.49 0.18
H 1.87 3.62 -0.87
H -0.41 3.22 -1.45
H -0.94 3.05 0.24
C 4.10 2.12 6.33
C 3.62 2.41 4.92
C 4.60 3.20 4.11
O 3.77 3.91 3.21
C 2.56 4.05 3.83
O 1.67 4.78 3.44
O 2.49 3.26 4.95
H 4.13 3.03 6.94
H 3.39 1.44 6.83
H 5.08 1.65 6.33
H 3.34 1.48 4.42
H 5.30 2.55 3.56
H 5.18 3.92 4.70
*
```

Results
**Max |F|**: 11.47 eV Å⁻¹
**Kohn-Sham gap**: 6.747 eV
**HOMO energy**: -12.65 eV

=====

(2)
Computed, not measured: the molecule C23H30N2O4, with the ωB97M-V functional and the def2-TZVPD basis.

```
! RIJCOSX wB97M-V def2-TZVPD def2/J DEFGRID3
* xyz 0 1
O -0.29 -1.14 -1.64
C -0.20 -1.99 -0.79
C -1.39 -2.93 -0.50
O -2.58 -2.17 -0.50
C -2.62 -1.19 0.42
O -1.76 -1.06 1.25
C -3.81 -0.27 0.25
C -4.32 0.18 1.62
C -5.44 1.21 1.43
C -4.90 2.42 0.67
C -4.39 1.97 -0.70
C -5.53 1.34 -1.49
C -6.07 0.13 -0.72
C -6.58 0.57 0.65
C -4.95 -0.90 -0.55
C -3.27 0.96 -0.52
N 0.89 -2.24 -0.03
C 2.13 -1.59 -0.04
C 2.47 -0.60 -0.96
C 3.71 -0.02 -0.92
C 4.67 -0.38 0.03
N 5.94 0.20 0.00
C 7.01 -0.35 0.80
C 8.34 0.08 0.18
O 8.46 1.48 0.08
C 7.41 2.00 -0.69
C 6.05 1.65 -0.09
C 4.32 -1.37 0.95
C 3.08 -1.97 0.91
H -1.27 -3.44 0.46
H -1.49 -3.65 -1.31
H -3.49 0.61 2.19
H -4.69 -0.68 2.17
H -5.80 1.52 2.42
H -5.69 3.16 0.55
H -4.09 2.88 1.24
H -4.00 2.84 -1.24
H -6.33 2.07 -1.63
H -5.18 1.03 -2.47
H -6.89 -0.33 -1.29
H -7.39 1.29 0.52
H -6.98 -0.29 1.19
H -4.58 -1.22 -1.53
H -5.32 -1.78 -0.02
H -2.44 1.40 0.05
H -2.88 0.64 -1.49
H 0.79 -2.92 0.72
H 1.75 -0.30 -1.70
H 3.95 0.73 -1.67
H 6.95 -1.44 0.78
H 6.96 0.01 1.84
H 9.18 -0.26 0.80
H 8.43 -0.37 -0.82
H 7.55 3.09 -0.71
H 7.47 1.61 -1.72
H 5.25 2.06 -0.71
H 5.98 2.09 0.92
H 5.02 -1.68 1.72
H 2.83 -2.73 1.64
*
```

Results
**Max |F|**: 0.60 eV Å⁻¹
**Kohn-Sham gap**: 8.240 eV
**HOMO energy**: -7.54 eV

=====

(3)
Computed, not measured: the ion C8H12N3S with charge +1 in a non-equilibrium geometry, with the ωB97M-V functional and the def2-TZVPD basis.

```
! RIJCOSX wB97M-V def2-TZVPD def2/J DEFGRID3
* xyz 1 1
C -2.09 2.09 -2.78
C -0.92 1.41 -2.17
C 0.39 1.49 -2.51
C 1.26 0.75 -1.68
C 0.57 0.12 -0.71
C 1.20 -0.82 0.65
N 1.23 -2.15 0.21
N 0.35 -2.84 0.70
C -0.46 -2.12 1.63
N 0.20 -0.76 1.77
C 0.83 -0.55 3.09
S -1.14 0.37 -0.79
H -2.12 3.13 -2.47
H -2.02 2.06 -3.86
H -3.03 1.62 -2.47
H 0.74 2.08 -3.34
H 2.33 0.72 -1.80
H 2.18 -0.41 0.88
H -1.47 -2.03 1.22
H -0.50 -2.65 2.59
H -0.48 -0.02 1.58
H 1.57 -1.33 3.28
H 1.32 0.42 3.11
H 0.07 -0.58 3.87
*
```

Results
**Max |F|**: 5.10 eV Å⁻¹
**Kohn-Sham gap**: 8.962 eV
**HOMO energy**: -12.42 eV

=====

(4)
Computed, not measured: the molecule C18H25N3OS in a non-equilibrium geometry, with the ωB97M-V functional and the def2-TZVPD basis.

```
! RIJCOSX wB97M-V def2-TZVPD def2/J DEFGRID3
* xyz 0 1
C -0.82 -1.96 -5.89
C 0.32 -2.01 -4.87
C 0.57 -0.65 -4.24
S -0.85 -0.05 -3.25
C -0.31 -0.01 -1.57
N -0.92 0.93 -0.90
C -0.68 1.14 0.40
N -1.43 2.13 0.93
C -1.77 2.35 2.33
C -3.08 3.14 2.28
C -2.96 3.91 0.97
C -2.32 2.87 0.05
C 0.34 0.41 1.07
C 0.96 -0.61 0.38
C 0.61 -0.88 -0.97
C 1.16 -2.01 -1.60
N 1.61 -2.96 -2.06
C 2.04 -1.43 1.00
C 2.08 -1.27 2.53
C 0.93 -2.07 3.17
C 3.42 -1.75 3.09
O 2.01 0.12 2.84
C 0.80 0.74 2.47
H -1.00 -2.94 -6.31
H -0.57 -1.27 -6.70
H -1.73 -1.61 -5.41
H 0.08 -2.74 -4.09
H 1.24 -2.34 -5.36
H 0.72 0.10 -5.01
H 1.44 -0.67 -3.59
H -0.99 2.94 2.83
H -1.89 1.41 2.86
H -3.93 2.45 2.23
H -3.20 3.79 3.14
H -2.30 4.77 1.09
H -3.92 4.25 0.59
H -3.07 2.20 -0.38
H -1.75 3.31 -0.77
H 3.00 -1.10 0.59
H 1.92 -2.49 0.74
H 0.84 -1.80 4.22
H 1.15 -3.13 3.10
H -0.01 -1.88 2.67
H 3.62 -2.77 2.78
H 3.40 -1.70 4.17
H 4.21 -1.10 2.73
H 0.02 0.49 3.20
H 1.01 1.81 2.54
*
```

Results
**Max |F|**: 1.29 eV Å⁻¹
**Kohn-Sham gap**: 8.517 eV
**HOMO energy**: -7.97 eV

=====

(5)
Computed, not measured: the ion C24H36BrF9N3O3S with charge +1 in a non-equilibrium geometry, with the ωB97M-V functional and the def2-TZVPD basis.

```
! RIJCOSX wB97M-V def2-TZVPD def2/J DEFGRID3
* xyz 1 1
C -6.15 -1.06 1.49
O -5.95 -2.03 0.49
C -4.99 -1.68 -0.48
C -3.56 -1.77 0.02
C -3.07 -3.21 0.19
C -1.54 -3.31 0.30
C -1.01 -3.18 1.73
C 0.37 -3.80 1.91
C 0.99 -3.61 3.29
C 1.28 -2.16 3.67
C 2.48 -1.54 2.95
C 2.36 -0.02 2.74
C 2.75 0.51 1.36
C 1.67 0.38 0.27
N 0.84 -0.80 0.42
N 2.31 0.18 -1.08
C 1.53 0.45 -2.11
N 1.93 0.13 -3.37
C 2.00 -1.34 -3.66
C 1.31 0.93 -4.46
C -0.05 0.55 -4.97
O 1.97 1.83 -4.90
S 0.04 1.20 -1.65
C 0.80 1.66 -0.03
C -0.23 1.76 1.10
C -1.25 2.87 0.94
O -1.22 3.94 1.42
Br -2.74 2.35 -0.22
C 1.69 2.96 -0.13
F 1.71 3.56 1.09
F 2.98 2.65 -0.44
C 1.25 4.02 -1.18
F -0.09 4.11 -1.22
F 1.70 3.61 -2.40
C 1.83 5.44 -0.91
F 3.11 5.35 -0.50
F 1.09 6.01 0.06
C 1.79 6.37 -2.16
F 0.61 6.29 -2.77
F 2.74 6.03 -3.02
F 2.00 7.61 -1.76
H -5.37 -1.10 2.26
H -6.16 -0.05 1.07
H -7.11 -1.25 1.97
H -5.19 -0.65 -0.82
H -5.14 -2.34 -1.33
H -2.91 -1.27 -0.71
H -3.48 -1.26 0.98
H -3.54 -3.66 1.07
H -3.40 -3.80 -0.67
H -1.22 -4.28 -0.10
H -1.11 -2.52 -0.32
H -1.00 -2.11 2.00
H -1.72 -3.64 2.43
H 1.05 -3.47 1.12
H 0.25 -4.88 1.75
H 1.90 -4.21 3.37
H 0.30 -4.02 4.03
H 1.47 -2.13 4.75
H 0.38 -1.56 3.51
H 2.65 -2.06 2.00
H 3.37 -1.73 3.55
H 1.36 0.33 3.01
H 3.03 0.46 3.44
H 3.06 1.55 1.48
H 3.65 -0.02 1.04
H 1.41 -1.61 0.27
H 0.43 -0.87 1.35
H 3.25 -0.14 -1.22
H 1.28 -1.91 -3.07
H 1.83 -1.48 -4.72
H 3.00 -1.70 -3.45
H -0.79 0.63 -4.18
H -0.04 -0.48 -5.33
H -0.28 1.22 -5.79
H -0.79 0.83 1.17
H 0.27 1.93 2.06
*
```

Results
**Max |F|**: 1.52 eV Å⁻¹
**Kohn-Sham gap**: 7.897 eV
**HOMO energy**: -11.63 eV